# 1
Here is a structure of composition C16H26IOP2Ru at a distorted geometry from OMol25. Energies are from ωB97M-V/def2-TZVPD.

Values from the calculation:
Multiplicity: 6
Electronic energy (eV): -48299.76543
Molar mass (u): 524.3
Net charge: +2
E_HOMO (spin up / spin down) (eV): -10.95 / -14.41
⟨S²⟩: 8.83
Gap between HOMO and LUMO (spin up / spin down) (eV): 4.44 / 3.46

Each line ends with the Löwdin spin population.
Cartesian coordinates (Å):
C -0.141 -0.027 -5.976  0.31
I -0.752 -0.504 -3.909  0.34
H 0.942 0.103 -6.035  0.01
H -0.686 0.865 -6.295  0.01
H -0.469 -0.905 -6.540  0.01
Ru -0.324 -0.027 -1.307  2.13
P 0.167 2.217 -1.109  0.16
C -1.367 3.139 -1.440  0.03
C 0.854 2.938 0.410  0.01
H 0.638 4.015 0.454  0.00
H 1.409 3.738 -2.520  0.01
H 1.941 2.783 0.409  0.00
H 2.312 2.238 -2.142  0.00
H -2.084 2.939 -0.632  0.00
H 0.421 2.419 1.272  0.00
C 1.334 2.650 -2.420  0.06
H -1.131 4.209 -1.476  0.01
H 1.004 2.201 -3.361  0.00
H -1.797 2.812 -2.394  0.00
P 0.202 -2.244 -0.820  0.15
C -1.327 -3.223 -0.994  0.03
C 1.364 -2.844 -2.070  0.05
H 1.997 -2.613 0.736  0.00
H 0.676 -3.817 0.961  0.00
H 0.490 -2.134 1.557  0.00
C 0.910 -2.761 0.768  0.01
H 2.338 -2.383 -1.866  0.00
H 1.443 -3.935 -2.007  0.01
H -1.080 -4.287 -0.879  0.01
H -1.776 -3.040 -1.978  0.00
H 1.022 -2.542 -3.068  0.00
H -2.031 -2.916 -0.208  0.00
C -2.160 -0.015 -1.122  0.16
O -3.314 -0.027 -0.942  0.10
C -0.192 0.046 0.612  0.05
C -0.190 0.075 1.872  0.21
C -0.131 0.085 3.290  0.04
C -1.167 0.653 4.077  0.28
C -1.112 0.626 5.469  0.25
C -0.019 0.047 6.138  0.03
C 1.018 -0.497 5.374  0.23
C 0.985 -0.463 3.985  0.27
H -2.016 1.118 3.571  0.01
H -1.923 1.060 6.044  0.01
H 0.023 0.039 7.229  0.00
H 1.876 -0.952 5.876  0.01
H 1.825 -0.861 3.407  0.01

# 2
Here is a cluster of 3 separate species, C16H26N2O14S3 in total at a distorted geometry from OMol25. Energies are from ωB97M-V/def2-TZVPD.

Values from the calculation:
SMILES: COCC(=O)O[C@@H](CCOC(C)=O)CCSc1nnco1.O=S1(=O)OCCO1.O=S1(=O)OCCO1
Electronic energy (eV): -81149.88557
Molar mass (u): 566.6
E_HOMO (eV): -9.17
Gap between HOMO and LUMO (eV): 8.91

Each line ends with the Mulliken charge.
Cartesian coordinates (Å):
C -0.010 -1.626 6.085  -0.58
O 1.115 -1.756 5.103  -0.36
C 0.428 -1.824 3.804  -0.12
C 1.383 -1.318 2.527  0.52
O 2.462 -0.561 2.786  -0.56
O 0.970 -1.803 1.198  -0.38
C 0.739 -0.706 0.248  0.28
C 0.904 -1.385 -1.272  -0.76
C 2.464 -1.534 -1.752  -0.04
O 2.464 -2.356 -3.007  -0.34
C 2.602 -3.763 -2.548  0.71
C 4.098 -4.361 -2.214  -0.79
O 1.498 -4.503 -2.420  -0.55
C -0.760 -0.050 0.282  -0.49
C -1.763 -0.643 1.433  -0.46
S -3.601 -0.559 0.916  -0.08
C -4.392 -1.872 2.057  0.32
N -5.054 -1.647 3.433  -0.23
N -5.473 -2.900 3.925  -0.26
C -5.056 -3.946 2.870  -0.02
O -4.393 -3.318 1.680  -0.21
H -0.946 -2.241 5.713  0.27
H 0.294 -2.011 7.159  0.26
H -0.373 -0.490 6.113  0.25
H 0.046 -2.895 3.508  0.24
H -0.523 -1.112 3.896  0.17
H 1.621 0.089 0.331  0.39
H 0.296 -2.403 -1.263  0.28
H 0.362 -0.698 -2.080  0.14
H 2.875 -0.464 -2.027  -0.14
H 3.083 -2.088 -0.922  0.35
H 4.534 -4.813 -3.211  0.29
H 4.803 -3.507 -1.778  0.27
H 4.023 -5.222 -1.400  0.28
H -0.621 1.110 0.525  0.16
H -1.299 -0.071 -0.782  0.45
H -1.692 0.102 2.362  0.30
H -1.584 -1.761 1.727  0.36
H -5.217 -5.121 2.954  0.32
O 4.911 1.386 -2.676  -0.61
S 3.638 1.731 -3.268  1.16
O 2.379 1.215 -2.785  -0.56
O 3.732 1.453 -4.872  -0.34
C 3.467 2.662 -5.581  -0.31
C 3.910 3.787 -4.649  -0.34
O 3.535 3.358 -3.342  -0.30
H 2.391 2.713 -5.777  0.28
H 4.010 2.675 -6.530  0.31
H 3.436 4.741 -4.892  0.31
H 4.998 3.907 -4.666  0.30
O -1.889 4.513 2.026  -0.60
S -2.372 3.763 0.887  0.97
O -1.664 2.635 0.330  -0.43
O -2.699 4.816 -0.314  -0.33
C -4.071 4.701 -0.687  -0.33
C -4.798 4.232 0.570  -0.34
O -3.909 3.308 1.193  -0.28
H -4.145 3.956 -1.486  0.27
H -4.450 5.660 -1.049  0.32
H -5.755 3.754 0.345  0.32
H -4.961 5.063 1.264  0.29

# 3
Here is a structure of composition C16H26N2O4RuS from OMol25. Energies are from ωB97M-V/def2-TZVPD.

Values from the calculation:
Energy relative to the best compared isomer or geometry (same formula, charge and spin) (kJ/mol): 3.7
Electronic energy (eV): -41553.96934
Molar mass (u): 443.5
Net charge: +4
E_HOMO (spin up / spin down) (eV): -19.83 / -19.79
Gap between HOMO and LUMO (spin up / spin down) (eV): 3.19 / 3.15

Each line ends with the Mulliken charge.
Cartesian coordinates (Å):
Ru -0.728 0.169 -0.130  1.47
C -3.065 4.702 -1.165  -0.87
N -2.900 3.522 -0.288  0.07
C -3.640 3.605 0.995  -0.83
C -2.163 2.520 -0.598  1.00
O -2.040 1.491 0.227  -0.83
C -1.370 2.430 -1.884  -0.73
O -0.699 1.125 -1.916  -0.46
C -1.051 0.212 -3.011  -0.81
C -1.688 -1.032 -2.424  0.99
O -1.533 -1.214 -1.114  -0.62
N -2.313 -1.910 -3.118  0.04
C -2.432 -1.841 -4.593  -0.88
C -2.923 -3.120 -2.518  -0.86
H -4.131 4.883 -1.292  0.37
H -2.604 4.553 -2.136  0.33
H -2.611 5.559 -0.668  0.37
H -4.693 3.745 0.758  0.35
H -3.272 4.477 1.535  0.36
H -3.500 2.704 1.578  0.29
H -0.585 3.188 -1.921  0.48
H -2.001 2.533 -2.766  0.48
H -0.120 -0.035 -3.527  0.50
H -1.715 0.725 -3.703  0.46
H -1.948 -0.958 -4.999  0.36
H -3.489 -1.843 -4.852  0.38
H -1.957 -2.731 -5.005  0.36
H -2.960 -3.036 -1.439  0.30
H -2.334 -3.984 -2.823  0.39
H -3.929 -3.209 -2.924  0.34
C 6.397 -0.632 4.243  -1.31
C 5.080 -0.802 3.623  0.87
C 3.949 -1.201 4.385  -0.87
C 2.720 -1.316 3.799  -0.46
C 2.607 -1.069 2.406  0.67
C 3.696 -0.651 1.616  -0.34
C 4.919 -0.554 2.221  -0.67
S 1.030 -1.316 1.727  0.52
C 0.866 -3.121 1.591  -0.87
O 1.021 -0.776 0.260  -0.60
H 6.397 -0.765 5.320  0.40
H 6.823 0.344 3.971  0.40
H 7.102 -1.348 3.787  0.39
H 4.067 -1.398 5.443  0.42
H 1.856 -1.592 4.393  0.50
H 3.580 -0.450 0.560  0.48
H 5.792 -0.292 1.636  0.48
H 1.679 -3.470 0.958  0.39
H -0.121 -3.310 1.174  0.32
H 0.937 -3.509 2.608  0.47

# 4
Here is the molecule C16H26N4O2S at a distorted geometry from OMol25. Energies are from ωB97M-V/def2-TZVPD.

Values from the calculation:
SMILES: CCCc1nnc(NC(=O)CCC(=O)N2CCCC[C@H]2CC)s1
Energy relative to the best compared isomer or geometry (same formula, charge and spin) (kJ/mol): 144.6
Electronic energy (eV): -37905.65392
Molar mass (u): 338.5
E_HOMO (eV): -8.93
Gap between HOMO and LUMO (eV): 9.54

Each line ends with the Mulliken charge.
Cartesian coordinates (Å):
C 3.749 3.782 0.769  -1.07
C 2.474 4.206 0.052  -0.60
C 1.736 3.008 -0.553  -0.69
C 1.278 2.055 0.485  0.47
N 1.559 0.805 0.505  -0.62
N 1.038 0.128 1.523  0.02
C 0.326 0.856 2.315  0.23
N -0.297 0.463 3.456  0.06
C -0.596 -0.799 3.930  0.10
O -1.117 -0.900 5.014  -0.64
C -0.306 -1.971 3.029  -0.31
C -1.535 -2.187 2.124  -1.28
C -1.612 -1.165 0.995  0.98
O -2.159 -0.089 1.187  -0.69
N -1.099 -1.501 -0.206  0.04
C -0.303 -2.674 -0.494  -0.75
C 0.996 -2.274 -1.196  -0.70
C 0.678 -1.535 -2.487  -0.90
C -0.153 -0.303 -2.146  0.04
C -1.415 -0.655 -1.354  -0.35
C -2.506 -1.318 -2.212  -0.61
C -3.251 -0.308 -3.077  -1.40
S 0.255 2.548 1.830  -0.32
H 4.258 4.648 1.184  0.37
H 4.424 3.280 0.080  0.30
H 3.522 3.095 1.582  0.28
H 2.719 4.906 -0.749  0.38
H 1.810 4.717 0.753  0.35
H 0.866 3.363 -1.113  0.35
H 2.392 2.466 -1.237  0.31
H -0.683 1.207 4.026  0.22
H -0.175 -2.848 3.666  0.46
H 0.589 -1.795 2.436  0.38
H -2.435 -2.045 2.728  0.47
H -1.549 -3.206 1.742  0.46
H -0.054 -3.196 0.427  0.59
H -0.876 -3.353 -1.138  0.26
H 1.585 -3.171 -1.394  0.41
H 1.566 -1.618 -0.537  0.22
H 1.600 -1.228 -2.984  0.42
H 0.134 -2.192 -3.170  0.33
H -0.440 0.231 -3.052  0.42
H 0.464 0.361 -1.540  -0.36
H -1.836 0.264 -0.932  0.63
H -3.221 -1.798 -1.539  0.39
H -2.074 -2.090 -2.850  0.30
H -3.705 0.460 -2.455  0.34
H -4.038 -0.804 -3.640  0.41
H -2.581 0.174 -3.785  0.31

# 5
Here is a structure of composition C16H26NO3S4Si2TeV at a distorted geometry from OMol25. Energies are from ωB97M-V/def2-TZVPD.

Values from the calculation:
Energy relative to the best compared isomer or geometry (same formula, charge and spin) (kJ/mol): 53.4
Multiplicity: 3
Electronic energy (eV): -116725.16176
Molar mass (u): 643.4
E_HOMO (spin up / spin down) (eV): -8.05 / -8.24
⟨S²⟩: 2.06
Gap between HOMO and LUMO (spin up / spin down) (eV): 7.02 / 6.90

Each line ends with the Löwdin spin population.
Cartesian coordinates (Å):
V 0.449 -0.511 -0.137  1.73
S 2.786 1.767 -0.961  0.25
C 2.377 0.178 -0.758  0.02
S 2.466 -0.633 0.826  -0.01
S 1.613 -0.802 -2.032  -0.01
O -4.243 3.458 -0.315  0.00
S -3.852 2.629 0.780  0.00
O -4.801 2.237 1.773  0.00
N -3.127 1.260 0.167  0.01
C -1.894 1.258 0.464  0.01
O -1.068 0.270 0.068  0.01
C -1.358 2.389 1.266  0.00
C -0.074 2.632 1.713  0.00
C 0.145 3.796 2.444  0.00
C -0.900 4.676 2.718  0.00
C -2.192 4.422 2.266  0.00
C -2.386 3.269 1.539  0.00
H 0.746 1.959 1.510  0.00
H 1.143 4.021 2.799  0.00
H -0.705 5.574 3.292  0.00
H -3.008 5.103 2.474  0.00
C -3.494 -5.128 0.878  0.00
Si -3.620 -3.681 -0.280  0.00
C -4.591 -4.141 -1.785  0.00
C -4.338 -2.219 0.587  0.00
C -1.852 -3.283 -0.834  0.01
Te -0.593 -2.694 0.793  -0.01
C 0.733 -4.362 0.801  0.00
Si 1.928 -4.824 -0.590  0.00
C 3.489 -3.854 -0.441  0.00
C 1.222 -4.630 -2.290  0.00
C 2.278 -6.616 -0.262  0.00
H -4.477 -5.383 1.292  0.00
H -2.834 -4.900 1.722  0.00
H -3.105 -6.016 0.365  0.00
H -5.621 -4.403 -1.510  0.00
H -4.145 -5.005 -2.292  0.00
H -4.635 -3.309 -2.497  0.00
H -5.379 -2.403 0.875  0.00
H -4.316 -1.320 -0.039  0.00
H -3.783 -1.996 1.503  0.00
H -1.809 -2.477 -1.570  0.00
H -1.372 -4.164 -1.255  0.00
H 0.052 -5.196 0.994  0.00
H 1.327 -4.221 1.708  0.00
H 3.325 -2.798 -0.680  0.00
H 4.233 -4.251 -1.145  0.00
H 3.907 -3.917 0.570  0.00
H 0.938 -3.593 -2.491  0.00
H 0.359 -5.279 -2.471  0.00
H 1.999 -4.906 -3.015  0.00
H 2.629 -6.763 0.767  0.00
H 3.062 -6.983 -0.938  0.00
H 1.386 -7.238 -0.410  0.00

# 6
Here is the molecule C16H26O5 from OMol25. Energies are from ωB97M-V/def2-TZVPD.

Values from the calculation:
SMILES: COC(C[C@H](O)[C@@H](C)[C@@H](O)COCc1ccccc1)OC
Energy relative to the best compared isomer or geometry (same formula, charge and spin) (kJ/mol): 123.7
Electronic energy (eV): -27250.43828
Molar mass (u): 298.4
E_HOMO (eV): -9.49
Gap between HOMO and LUMO (eV): 10.28

Each line ends with the Mulliken charge.
Cartesian coordinates (Å):
C 5.105 0.054 -1.302  -0.64
O 4.947 0.040 0.103  -0.43
C 4.045 -0.914 0.604  -0.21
C 2.606 -0.733 0.112  -0.59
C 2.033 0.595 0.625  -0.13
O 1.826 0.542 2.014  -0.68
C 0.746 1.032 -0.118  0.39
C 1.059 1.493 -1.539  -1.84
C -0.324 -0.080 -0.101  -0.22
O -0.562 -0.551 1.211  -0.72
C -1.659 0.393 -0.689  -1.03
O -2.115 1.468 0.106  -0.22
C -3.396 1.934 -0.261  -0.94
C -4.490 0.930 0.011  0.64
C -4.569 0.323 1.259  -0.11
C -5.552 -0.611 1.523  -0.63
C -6.474 -0.944 0.544  -0.41
C -6.404 -0.342 -0.700  -0.55
C -5.412 0.587 -0.968  -0.41
O 4.436 -2.224 0.286  -0.35
C 5.627 -2.632 0.922  -0.77
H 5.124 -0.963 -1.703  0.32
H 6.060 0.540 -1.495  0.29
H 4.307 0.624 -1.789  0.16
H 4.080 -0.753 1.694  0.45
H 2.023 -1.567 0.503  0.37
H 2.592 -0.777 -0.975  0.35
H 2.790 1.376 0.486  0.63
H 1.116 -0.103 2.163  0.50
H 0.342 1.880 0.446  0.33
H 1.252 0.645 -2.194  0.34
H 0.232 2.064 -1.951  0.47
H 1.937 2.135 -1.535  0.44
H 0.024 -0.945 -0.674  0.54
H -1.095 0.130 1.645  0.47
H -2.377 -0.439 -0.649  0.40
H -1.549 0.703 -1.736  0.43
H -3.552 2.832 0.345  0.29
H -3.403 2.221 -1.323  0.40
H -3.849 0.588 2.019  0.34
H -5.602 -1.080 2.495  0.39
H -7.244 -1.672 0.750  0.38
H -7.119 -0.599 -1.468  0.38
H -5.356 1.051 -1.943  0.33
H 5.840 -3.636 0.560  0.28
H 5.497 -2.650 2.011  0.30
H 6.458 -1.964 0.676  0.30

> Which of these has the highest molar mass?

C16H26NO3S4Si2TeV